{
  "formula": "C6H11NO",
  "method": "ωB97M-V with the def2-TZVPD basis set",
  "symbols": ["C", "C", "N", "C", "C", "C", "C", "O", "H", "H", "H", "H", "H", "H", "H", "H", "H", "H", "H"],
  "coordinates": [[-0.06, 0.33, -0.05], [-1.15, 1.30, 0.27], [0.24, -0.81, 0.58], [1.63, 0.89, 1.16], [-1.31, -1.80, -0.12], [2.74, 1.08, 0.48], [-1.67, -1.95, -1.38], [0.32, 0.41, -1.34], [0.95, -0.31, -1.50], [-0.07, -0.79, 1.55], [1.55, 1.09, 2.22], [-1.68, -2.43, 0.68], [-0.79, 2.31, 0.09], [-2.00, 1.11, -0.38], [-1.46, 1.20, 1.31], [2.80, 0.85, -0.58], [3.62, 1.55, 0.91], [-1.31, -1.31, -2.18], [-2.35, -2.74, -1.70]],
  "nbo_charge": [0.61, -0.69, -0.61, -0.28, -0.14, -0.47, -0.47, -0.68, 0.49, 0.38, 0.18, 0.18, 0.25, 0.23, 0.22, 0.18, 0.20, 0.21, 0.21],
  "lumo_energy_ev": 0.9,
  "orbital_gap_ev": 8.20,
  "spin_multiplicity": 1,
  "homo_energy_ev": -7.3,
  "charge": 0
}

=====

{
  "formula": "C6H11NO",
  "method": "ωB97M-V with the def2-TZVPD basis set",
  "symbols": ["O", "C", "N", "C", "C", "C", "C", "C", "H", "H", "H", "H", "H", "H", "H", "H", "H", "H", "H"],
  "coordinates": [[3.01, -0.32, -0.76], [1.99, -0.92, -0.44], [0.90, -0.55, -1.26], [-0.38, -0.56, -0.67], [-0.74, 0.56, 0.41], [0.28, 0.96, 1.37], [0.30, 0.83, 2.72], [-1.46, -0.41, -1.75], [1.92, -1.84, 0.16], [1.10, 0.15, -1.94], [-0.60, -1.55, -0.07], [-1.13, 1.49, -0.14], [-1.69, 0.16, 0.96], [0.97, 1.66, 0.87], [-0.38, 0.23, 3.27], [1.06, 1.26, 3.36], [-2.34, 0.15, -1.38], [-1.03, 0.09, -2.64], [-1.80, -1.39, -2.07]],
  "nbo_charge": [-0.36, 0.48, -0.37, -0.08, -0.43, -0.22, -0.21, -0.61, 0.21, 0.43, 0.26, 0.26, 0.26, 0.22, 0.21, 0.23, 0.24, 0.23, 0.25],
  "lumo_energy_ev": [-4.1, -8.8],
  "s2": 0.776,
  "orbital_gap_ev": [10.57, 5.33],
  "spin_multiplicity": 2,
  "homo_energy_ev": [-14.6, -14.2],
  "charge": 1
}

=====

{
  "formula": "C6H11NO2",
  "method": "ωB97M-V with the def2-TZVPD basis set",
  "symbols": ["C", "C", "C", "C", "C", "C", "O", "O", "N", "H", "H", "H", "H", "H", "H", "H", "H", "H", "H", "H"],
  "coordinates": [[2.07, -0.69, 0.33], [0.69, -0.61, -0.26], [0.25, -1.86, -0.96], [-0.10, 0.47, -0.14], [0.33, 1.77, 0.48], [-1.34, 0.59, -0.98], [-1.39, 0.64, -2.17], [-2.47, 0.14, -0.24], [-2.59, 0.50, 1.11], [2.47, -1.69, 0.30], [2.08, -0.37, 1.37], [2.78, -0.06, -0.22], [-0.60, -1.71, -1.62], [-0.04, -2.63, -0.23], [1.06, -2.24, -1.58], [1.35, 1.77, 0.80], [0.27, 2.58, -0.25], [-0.30, 2.06, 1.32], [-2.50, 1.48, 1.28], [-2.00, -0.14, 1.67]],
  "nbo_charge": [-0.66, 0.08, -0.65, -0.17, -0.64, 0.78, -0.52, -0.40, -0.52, 0.22, 0.22, 0.23, 0.23, 0.22, 0.22, 0.22, 0.22, 0.21, 0.35, 0.35],
  "smiles": "CC(C)=C(C)C(=O)ON",
  "lumo_energy_ev": 0.7,
  "orbital_gap_ev": 10.03,
  "spin_multiplicity": 1,
  "homo_energy_ev": -9.3,
  "charge": 0
}

=====

Molar mass in g mol⁻¹, matching the order above: 113.16 113.16 129.16
ΔE to the lowest compared entry with this formula, charge and spin in kcal per mole, matching the order above: 154.5 64.2 74.4